Here is a cluster of 6 separate species, C12H36O6 in total at a distorted geometry from OMol25. Energies are from ωB97M-V/def2-TZVPD.

Cartesian coordinates (Å):
C  2.931  4.691  2.404
C  3.436  5.509  3.492
O  2.467  6.161  4.120
H  1.876  4.452  2.535
H  3.626  3.873  2.215
H  2.936  5.307  1.504
H  4.184  6.246  3.199
H  3.960  4.896  4.226
H  2.770  6.485  4.971
C  0.635  1.673  5.790
C  1.067  2.591  6.981
O  1.440  1.665  8.064
H  0.616  2.244  4.862
H  -0.359  1.230  5.858
H  1.422  0.939  5.613
H  0.253  3.236  7.312
H  1.993  3.115  6.745
H  0.695  1.453  8.631
C  -1.017  -4.400  3.458
C  -1.443  -5.146  4.767
O  -0.794  -6.481  4.752
H  -1.418  -3.386  3.463
H  -1.509  -4.885  2.616
H  0.071  -4.414  3.381
H  -2.525  -5.162  4.641
H  -1.192  -4.586  5.668
H  0.147  -6.342  4.623
C  1.032  -2.793  -5.990
C  0.100  -3.983  -5.992
O  0.931  -5.144  -5.845
H  1.672  -2.847  -6.870
H  1.722  -2.723  -5.149
H  0.508  -1.838  -5.942
H  -0.423  -4.031  -6.948
H  -0.612  -3.910  -5.170
H  0.420  -5.796  -5.360
C  -4.047  0.754  -7.558
C  -3.649  1.411  -6.234
O  -2.235  1.431  -6.172
H  -4.723  -0.072  -7.337
H  -3.227  0.255  -8.074
H  -4.387  1.535  -8.239
H  -4.158  0.906  -5.413
H  -4.038  2.429  -6.254
H  -1.830  2.243  -6.486
C  0.652  0.105  -0.369
C  0.056  0.010  -1.780
O  -1.319  0.110  -1.659
H  0.226  1.023  0.036
H  1.720  0.214  -0.183
H  0.279  -0.721  0.236
H  0.244  -0.924  -2.310
H  0.453  0.823  -2.387
H  -1.633  0.568  -2.442

Results
Strongest force on any atom   4.62 eV Å⁻¹
DFT total energy   -25309.188 eV
E_HOMO   -10.0 eV
HOMO-LUMO gap   10.491 eV
ΔE to the lowest compared entry with this formula, charge and spin   92.5 kcal/mol

Atom charges from the natural (NBO) analysis, given in e for atoms 1 to 2: -0.635 -0.046